No. 1
C22H25ClF6N5O5PReSb2Se4Te | ωB97M-V with the def2-TZVPD basis set

The total energy is -362899.159 eV. The charge is +2. Its multiplicity is 2. For the HOMO-LUMO gap (alpha / beta), the calculation gives 0.1289 / 0.1376 Eh. For the molar mass, the calculation gives 1493.1 g/mol. The energy above the lowest of the compared OMol25 structures with the same formula, charge and spin comes out at 3.3 kcal per mole.

Each line ends with the Löwdin charge.
Element x y z (Å)
Re (0.233308, -0.052799, -0.123260)  1.0226
Se (-1.395858, 3.289457, 3.459875)  0.1903
Sb (-2.656738, 1.895322, 2.093311)  0.1892
Se (-1.284144, -0.375772, 1.708103)  0.7513
Se (-0.754613, 1.979151, -0.702305)  0.1484
Se (-4.625158, 1.456445, 0.938107)  0.1695
Cl (5.524795, 0.914602, 6.680647)  0.7707
C (4.279278, 0.729583, 5.518825)  -0.6370
C (4.607097, 0.713527, 4.165196)  -0.0650
C (3.603685, 0.565220, 3.232706)  0.0165
C (2.276640, 0.427571, 3.652270)  -0.1284
C (1.960364, 0.435943, 5.013298)  0.0241
C (2.962363, 0.591591, 5.946921)  -0.0607
C (1.242070, 0.247309, 2.652881)  -0.4876
O (0.037774, 0.039677, 3.065633)  -0.3147
O (1.549666, 0.294268, 1.418517)  -0.1668
H (5.640394, 0.806512, 3.861669)  0.1192
H (3.837161, 0.533972, 2.177303)  0.1247
H (0.935407, 0.317485, 5.335638)  0.1317
H (2.738875, 0.600151, 7.004332)  0.1222
C (3.593046, 4.737400, -0.459803)  -0.0678
C (3.956506, 3.362194, 0.037468)  -0.1991
O (2.872973, 2.389660, -0.186703)  -0.2620
P (2.461673, 1.775581, -1.551305)  0.1569
O (1.877635, 0.401041, -1.380573)  -0.4793
Te (0.652164, 3.084181, -2.507949)  0.8439
O (3.760873, 1.828511, -2.403044)  -0.2255
C (3.909471, 1.142463, -3.694907)  -0.2088
C (4.597850, -0.182807, -3.490706)  -0.0467
H (4.374914, 5.434459, -0.157339)  0.0990
H (2.650254, 5.075848, -0.031889)  0.0861
H (3.526008, 4.770601, -1.547887)  0.0703
H (4.086964, 3.341696, 1.115947)  0.1262
H (4.849252, 2.968171, -0.442966)  0.1232
H (4.501994, 1.824837, -4.297641)  0.1319
H (2.918998, 1.039317, -4.143617)  0.1091
H (5.569982, -0.042880, -3.020081)  0.0947
H (4.755110, -0.653572, -4.462202)  0.0997
H (4.001273, -0.851011, -2.869768)  0.0707
F (1.225975, -1.960361, 0.030625)  -0.4232
Sb (1.040163, -3.775958, 0.911580)  1.4350
F (0.740965, -5.506651, 1.545784)  -0.2902
F (1.718981, -4.403918, -0.719088)  -0.2967
F (2.743111, -3.527300, 1.606050)  -0.3080
F (-0.676866, -3.738115, 0.085560)  -0.3207
F (0.291470, -2.896935, 2.386454)  -0.3544
C (1.001016, -2.195497, -2.909805)  0.0204
C (-0.386804, -2.067595, -2.411196)  -0.2933
N (-0.861458, -1.173129, -1.542636)  -0.1185
C (-2.232622, -1.386409, -1.443903)  -0.1282
C (-2.572137, -2.425112, -2.229948)  -0.0019
N (-1.400672, -2.852237, -2.828667)  0.0253
C (-1.295010, -4.019952, -3.694607)  -0.0395
N (-0.434845, -5.047182, -3.150768)  -0.0499
N (0.780057, -5.330014, -3.813258)  0.0602
N (1.373620, -6.248727, -3.214103)  0.0944
C (0.601530, -6.637864, -2.114422)  -0.2423
C (0.847224, -7.556209, -1.139340)  -0.0048
C (-0.116362, -7.661887, -0.116098)  -0.0623
C (-1.288015, -6.865196, -0.090873)  -0.0910
C (-1.542916, -5.944772, -1.059706)  -0.0415
C (-0.566558, -5.839319, -2.091344)  -0.1964
H (1.567739, -1.307311, -2.649551)  0.0450
H (0.998045, -2.319442, -3.993649)  0.1060
H (1.497113, -3.065534, -2.474972)  0.0781
H (-2.864513, -0.763498, -0.834961)  0.0689
H (-3.523544, -2.888488, -2.429986)  0.1436
H (-0.881720, -3.753122, -4.665484)  0.1439
H (-2.304621, -4.403100, -3.826967)  0.1477
H (1.744077, -8.160824, -1.145569)  0.1242
H (0.045588, -8.373744, 0.682550)  0.1092
H (-1.987388, -6.985981, 0.724405)  0.1161
H (-2.424128, -5.320123, -1.032009)  0.1020

Force components x, y, z for each atom (eV/Å):
0.643 -0.699 -0.600
-0.250 -0.295 -0.316
-0.257 0.462 0.297
0.611 -0.079 0.853
-0.089 -0.076 -0.083
0.396 0.041 0.173
-0.043 -0.005 -0.041
0.079 0.008 0.045
-0.015 0.002 -0.096
0.109 0.006 -0.023
-0.183 -0.002 -0.142
-0.001 0.009 0.121
-0.109 -0.010 0.038
0.485 -0.018 0.229
-0.948 -0.428 -0.539
-0.503 0.022 -0.728
-0.011 -0.003 0.015
0.014 -0.002 0.010
0.001 -0.005 0.011
0.005 -0.003 -0.010
-0.014 -0.047 -0.005
0.093 0.103 0.042
-0.211 -0.161 -0.062
1.026 0.669 0.070
-0.420 -0.447 0.493
-0.054 0.163 -0.045
-0.454 -0.001 0.060
0.100 -0.156 -0.192
-0.021 0.028 -0.011
-0.006 -0.003 -0.011
-0.003 0.015 0.019
0.009 0.005 -0.013
-0.002 -0.006 -0.001
-0.003 0.000 0.020
-0.024 0.012 -0.007
0.011 -0.022 -0.027
-0.003 0.012 -0.018
-0.014 -0.007 0.033
-0.002 -0.016 -0.018
-0.244 0.942 0.041
-0.568 -1.815 -0.557
0.251 0.589 0.272
0.215 0.283 0.037
0.098 0.207 0.046
0.307 0.726 0.353
-0.104 0.530 0.195
0.107 -0.020 0.057
0.009 -0.746 -0.502
0.236 0.509 0.656
-0.299 0.016 0.158
0.264 0.073 0.042
0.165 0.613 0.378
0.602 -1.069 0.021
0.428 1.426 -1.856
-0.944 1.010 -0.355
-0.335 -0.576 0.899
-0.662 1.241 -1.010
-0.809 -1.000 1.975
0.615 -0.054 -0.818
0.617 -0.801 0.181
0.624 0.215 -1.499
-0.314 -1.343 1.781
-0.027 -0.080 -0.079
-0.019 -0.042 0.023
-0.071 -0.016 -0.033
-0.024 0.007 0.006
0.040 0.003 0.023
0.020 0.059 0.013
-0.066 0.032 -0.013
-0.050 -0.011 0.044
-0.002 0.040 -0.025
0.014 -0.043 0.046
-0.013 0.029 -0.041

=====

No. 2
C28H28N6O4SV | ωB97M-V with the def2-TZVPD basis set

The total energy is -83146.841 eV. Its multiplicity is 2. For the HOMO-LUMO gap (alpha / beta), the calculation gives 0.2563 / 0.1942 Eh. For the molar mass, the calculation gives 595.6 g/mol. The energy above the lowest of the compared OMol25 structures with the same formula, charge and spin comes out at 20.0 kcal per mole.

Each line ends with the Löwdin charge.
Element x y z (Å)
V (1.067369, 0.255383, 0.394238)  0.8605
C (4.282531, 2.160254, 0.904909)  -0.0939
C (3.750034, 2.963536, 1.899141)  -0.0808
C (2.551062, 3.631172, 1.687523)  -0.0871
C (1.888930, 3.495595, 0.477237)  -0.0914
C (2.412023, 2.676293, -0.521474)  -0.1145
C (3.615042, 2.011866, -0.303762)  -0.1006
H (5.221000, 1.647666, 1.069264)  0.1018
H (4.269642, 3.072169, 2.842928)  0.1032
H (2.136108, 4.265478, 2.460430)  0.1039
H (0.981200, 4.056196, 0.291676)  0.1141
H (1.935852, 2.645393, -1.493706)  0.1069
H (4.049800, 1.403764, -1.085820)  0.1051
O (2.569547, -0.352750, 1.421540)  -0.1669
C (2.996428, -1.577088, 1.434173)  -0.3401
C (4.380050, -1.871377, 1.441454)  -0.0014
C (4.845022, -3.163109, 1.479740)  -0.0864
C (3.962436, -4.245954, 1.530166)  -0.1061
C (2.609315, -4.000363, 1.545954)  -0.0518
C (2.109417, -2.693578, 1.493217)  -0.0940
C (0.690603, -2.433803, 1.543636)  -0.2460
N (0.068582, -1.341688, 1.090573)  0.0035
C (-1.269118, -1.479183, 1.408927)  -0.1103
C (-1.466380, -2.665762, 2.034192)  -0.0667
N (-0.225064, -3.254795, 2.120421)  0.1192
H (5.065427, -1.034500, 1.396340)  0.1083
H (5.912547, -3.346797, 1.468657)  0.1025
H (4.336661, -5.260585, 1.543856)  0.0957
H (1.915794, -4.835062, 1.569744)  0.1044
H (-1.995503, -0.721312, 1.168991)  0.1088
H (-2.353601, -3.123455, 2.433769)  0.1120
H (-0.007973, -4.117823, 2.584116)  0.1527
C (-6.562478, -1.136379, -1.690058)  -0.0502
C (-5.206350, -0.506101, -1.855404)  -0.2694
C (-4.059690, -1.153192, -1.400152)  -0.0319
C (-2.815949, -0.560808, -1.539732)  -0.0718
C (-2.710481, 0.693018, -2.120753)  -0.2732
C (-3.835789, 1.351223, -2.582140)  -0.0451
C (-5.075976, 0.744980, -2.452292)  -0.0321
S (-1.077720, 1.403059, -2.267236)  0.6022
O (-1.230324, 2.802336, -2.565781)  -0.2960
O (-0.371592, 0.601182, -3.240523)  -0.3160
N (-0.392915, 1.147964, -0.839162)  -0.1725
C (-0.842334, 1.810049, 0.273418)  -0.4269
C (-1.875379, 2.734919, 0.411203)  -0.0178
C (-2.159753, 3.228063, 1.680101)  -0.0848
C (-1.421281, 2.793769, 2.774055)  -0.0882
C (-0.401119, 1.884379, 2.565229)  -0.1212
N (-0.111365, 1.404041, 1.346587)  -0.0659
H (-6.479743, -2.209286, -1.523194)  0.0743
H (-7.182870, -0.968903, -2.570295)  0.0793
H (-7.079317, -0.697635, -0.833765)  0.0853
H (-4.138217, -2.126174, -0.928678)  0.1122
H (-1.914581, -1.050457, -1.199754)  0.0818
H (-3.733957, 2.327261, -3.039815)  0.1172
H (-5.960180, 1.250904, -2.821565)  0.1160
H (-2.409061, 3.076709, -0.461439)  0.0967
H (-2.962322, 3.941919, 1.812525)  0.0998
H (-1.632085, 3.156980, 3.769855)  0.0970
H (0.220548, 1.518070, 3.373082)  0.1174
N (2.171381, -0.904437, -3.504135)  0.1808
C (1.636952, -1.170224, -2.281333)  -0.6253
N (0.629030, -2.086556, -2.241765)  0.1942
O (2.150074, -0.720827, -1.247434)  -0.0340
H (1.540699, -0.919733, -4.289028)  0.1012
H (2.772770, -0.096357, -3.496860)  0.1120
H (-0.010737, -2.117370, -3.018987)  0.1064
H (0.227304, -2.212167, -1.326802)  0.0840

Force components x, y, z for each atom (eV/Å):
1.960 -1.072 -1.252
0.018 0.011 0.005
0.026 -0.047 0.028
-0.067 0.037 -0.044
0.042 0.124 -0.023
0.214 0.201 -0.034
0.025 0.064 -0.046
-0.003 -0.027 0.005
0.003 -0.003 -0.005
-0.002 0.003 -0.001
-0.072 -0.086 0.026
-0.082 -0.125 0.042
-0.063 -0.078 0.023
0.195 0.365 0.361
0.021 -0.786 0.145
-0.100 0.243 -0.043
-0.014 -0.044 0.013
0.015 -0.092 0.020
-0.040 0.056 -0.014
0.268 0.320 -0.052
-0.309 -0.035 0.069
-0.313 -0.917 0.108
-0.192 -0.162 0.056
-0.033 0.107 -0.031
0.102 0.038 -0.101
-0.009 0.006 0.023
-0.002 0.019 -0.011
-0.007 0.008 0.017
0.011 -0.008 -0.031
0.057 0.050 0.007
0.018 -0.006 -0.009
0.033 -0.009 0.045
0.039 0.074 0.025
-0.034 -0.037 -0.022
0.083 0.045 -0.018
-0.064 0.026 -0.073
0.256 0.040 0.104
0.036 0.141 -0.048
0.001 -0.059 -0.002
0.062 -0.182 -0.052
-0.141 0.035 0.087
0.084 -0.105 0.130
-0.156 -0.058 -0.803
-1.208 0.920 0.515
0.349 -0.243 -0.089
-0.074 0.044 0.217
-0.100 0.026 -0.166
0.033 -0.010 0.167
-0.599 1.084 0.678
-0.024 -0.005 0.008
-0.009 -0.011 0.003
-0.030 -0.040 -0.004
-0.026 -0.012 -0.030
-0.019 -0.083 0.073
0.003 -0.005 0.033
0.002 0.015 0.008
-0.044 0.010 0.010
0.016 0.010 -0.017
0.034 -0.018 0.015
0.001 0.035 -0.006
-0.018 0.210 0.048
0.070 -0.516 -0.057
0.068 0.213 -0.002
-0.178 0.309 -0.084
-0.044 -0.074 -0.023
0.010 0.025 0.010
-0.004 -0.020 0.028
-0.078 0.059 0.045